(1)
The following is a DFT calculation (ωB97M-V with the def2-TZVPD basis set) of a cluster of 2 separate species, C3H3F3N3 in total.

XYZ file:
```
12
Properties=species:S:1:pos:R:3:forces:R:3
C -2.314426 0.338595 0.012237 2.813 -3.802 0.567
C -0.705025 -1.020577 0.217993 -1.111 0.924 0.596
C 2.748492 -0.082821 0.002021 -0.957 -0.178 -0.729
N -2.018166 -0.929656 0.361622 -2.307 0.838 -0.187
N -1.229602 0.973729 -0.337329 1.201 0.754 0.290
N -0.178213 0.111934 -0.184040 2.721 1.379 -0.309
F 3.121185 1.119928 -0.061483 -0.492 -1.683 0.126
F 2.711467 -0.775014 -1.073562 0.161 1.276 2.432
F 2.511054 -0.604393 1.129583 0.530 0.658 -1.911
H -3.176792 0.769139 -0.209430 -4.143 1.435 -0.139
H -0.234947 -1.920805 0.585313 0.654 0.152 -0.535
H -1.235029 2.019944 -0.442925 0.931 -1.753 -0.201
```
Positions in Å, forces in eV/Å.

Calculated values
HOMO = -13.979 eV
Electronic energy = -579.58829 Eh
Energy relative to the best compared isomer or geometry (same formula, charge and spin) = 2.433 eV
Charge = +1
Frontier orbital gap = 6.78 eV

(2)
The following is a DFT calculation (ωB97M-V with the def2-TZVPD basis set) of a structure of composition C4H11N2O2PS2.

XYZ file:
```
22
Properties=species:S:1:pos:R:3:forces:R:3
C -1.094129 0.622793 0.856769 -0.399 1.818 1.748
C 4.187680 -0.936971 0.475788 0.084 3.611 4.760
C 0.875616 -0.469621 0.001825 0.635 -2.024 1.069
C 1.945419 0.222511 -0.682751 1.118 4.287 -1.654
N -3.752444 0.611722 -1.575475 -1.439 1.704 1.482
N 0.222306 0.418012 0.933303 -0.322 -0.721 -0.534
O -1.862091 0.089052 0.081513 1.730 0.098 -0.094
O -4.352508 1.318199 0.885268 -1.858 2.774 2.031
P -4.096090 0.198347 0.024167 4.281 0.161 -2.106
S -4.742593 -1.576317 0.516278 -2.649 -2.960 0.647
S 3.381005 0.739872 0.453739 -1.029 -0.766 -1.207
H -1.400993 1.433318 1.622362 -0.106 -1.133 -1.017
H 5.070879 -0.750474 1.145760 -0.407 -0.451 -1.223
H 4.317544 -1.187458 -0.472435 1.153 -1.445 -3.897
H 3.559899 -1.559843 1.034973 -0.952 -1.256 0.464
H 1.235671 -1.348926 0.539334 0.043 -0.136 0.122
H 0.297182 -0.867707 -0.802781 -1.474 0.024 0.025
H 2.327859 -0.075426 -1.671120 0.119 -1.076 0.748
H 1.335970 1.132256 -1.110022 1.654 -0.695 1.170
H -4.307584 1.410540 -1.891591 -0.045 -0.308 -0.374
H -3.888416 -0.200927 -2.087346 -0.210 -1.530 -1.927
H 0.739821 0.777051 1.722444 0.072 0.023 -0.235
```
Positions in Å, forces in eV/Å.

Calculated values
HOMO (alpha / beta) = -4.420 / -9.209 eV
Electronic energy = -1556.59351 Eh
Multiplicity = 3
Frontier orbital gap (alpha / beta) = 5.09 / 6.36 eV

(3)
The following is a DFT calculation (ωB97M-V with the def2-TZVPD basis set) of a cluster of 11 separate species, C43H72O21 in total.

XYZ file:
```
136
Properties=species:S:1:pos:R:3:forces:R:3
C 16.304930 19.428260 7.475390 0.441 0.333 0.215
C 17.767850 19.279420 8.048640 -3.001 -1.777 -0.307
O 18.225860 20.542810 8.311030 1.151 2.343 1.008
C 17.990850 21.230780 9.462070 -0.097 0.588 2.082
C 18.699950 22.596150 9.407100 -0.258 -0.588 -0.601
O 17.354910 20.922790 10.478830 1.087 -0.406 -2.995
H 16.190790 20.227770 6.743370 0.786 0.152 -0.251
H 15.664570 19.798310 8.276090 -0.150 -0.606 0.240
H 15.891270 18.562350 6.958490 0.113 -0.322 0.554
H 17.742270 18.695840 8.968890 -0.208 -0.117 0.053
H 18.401740 18.736590 7.347480 0.304 0.562 -0.081
H 19.436750 22.604170 8.603890 -0.062 0.084 0.079
H 19.168440 22.873190 10.351490 -0.175 -0.340 0.018
H 17.935550 23.342520 9.190930 0.003 0.057 -0.035
C 17.508530 11.227210 12.516980 -0.386 0.870 -0.132
C 18.638210 10.352080 12.981600 -0.589 -0.642 0.169
O 19.349050 9.988210 11.779490 0.675 -0.142 -0.006
C 19.935000 8.785730 11.663630 -0.294 -2.591 0.501
C 20.462290 8.512550 10.248110 0.264 0.945 0.167
O 19.932010 7.886820 12.509740 -0.036 2.182 -1.018
H 16.849970 10.727940 11.806270 0.298 0.005 -0.222
H 17.926430 12.142720 12.098280 -0.023 -0.080 -0.477
H 16.839300 11.614220 13.285390 0.210 -0.437 0.561
H 19.285330 10.869770 13.689650 0.262 -0.031 -0.213
H 18.264010 9.447870 13.461690 0.158 -0.085 -0.014
H 21.268560 7.780840 10.197060 -0.259 -0.091 0.516
H 20.857920 9.431320 9.815160 -0.160 0.091 -0.051
H 19.651350 8.171380 9.604620 -0.131 0.030 0.174
C 17.861670 15.214430 6.998550 0.400 0.414 -1.272
C 17.447760 13.798530 7.282040 1.864 0.436 1.130
O 16.068280 13.895930 7.524580 1.317 1.959 -3.228
C 15.457100 13.084640 8.251830 -0.756 -3.474 4.755
C 14.019760 13.467820 8.344720 -0.985 -0.473 0.356
O 15.995810 12.207150 8.966840 -1.086 1.526 -1.882
H 18.907060 15.305560 6.703670 0.229 -0.201 0.485
H 17.628230 15.893930 7.818240 0.034 -0.132 0.036
H 17.364220 15.562570 6.093320 -0.419 0.149 0.082
H 17.762630 13.071410 6.533540 -0.702 0.090 -0.396
H 17.968840 13.467000 8.180190 -0.270 -0.138 0.257
H 13.535490 12.892350 9.133660 -0.051 -0.041 -0.203
H 13.498610 13.299940 7.402220 0.038 -0.099 -0.032
H 13.886420 14.524060 8.578570 0.280 0.087 -0.025
O 19.639150 18.501430 15.912310 -2.116 0.263 -3.044
C 18.986610 18.650230 14.845690 2.656 -2.059 3.649
C 18.467020 17.534690 13.908600 0.712 1.423 0.758
C 17.678740 18.404820 12.956260 -0.405 -1.694 -1.613
C 18.215190 19.807390 13.063070 -0.672 0.032 0.114
O 18.723800 19.844140 14.376680 0.335 1.048 1.066
H 19.295720 17.026670 13.415380 0.164 0.122 0.200
H 17.913240 16.776250 14.461960 -0.103 0.338 -0.055
H 17.857980 18.012480 11.955230 -0.613 0.170 -0.211
H 16.626450 18.296770 13.219140 -0.099 0.479 -0.267
H 19.056610 20.063730 12.419330 -0.296 -0.151 -0.375
H 17.410010 20.538020 12.985810 0.352 0.095 -0.164
O 10.763770 13.553290 10.007200 -2.028 0.796 0.161
C 9.665390 13.998290 10.333490 2.467 -1.151 0.114
C 8.680130 13.418660 11.318830 1.181 -1.576 0.335
C 8.108850 14.647360 11.880300 -2.230 0.358 0.644
C 8.013550 15.528240 10.685240 0.277 0.482 -0.501
O 9.231810 15.205230 9.977530 0.339 0.686 -0.659
H 7.986230 12.721800 10.848730 -0.228 0.310 -0.267
H 9.156240 12.844370 12.113570 0.458 -0.152 -0.368
H 7.089520 14.442910 12.207800 0.070 0.296 0.727
H 8.750260 15.077020 12.649770 -0.178 0.005 0.092
H 7.184300 15.270390 10.026490 -0.124 0.091 0.074
H 7.982680 16.589670 10.931270 0.197 -0.031 -0.331
O 8.842320 19.968980 13.276200 1.943 -2.165 -0.127
C 9.686240 19.080310 13.144970 -2.017 1.946 0.405
C 10.431870 18.668330 11.901170 -0.947 -0.054 0.867
C 11.062970 17.381790 12.352330 2.027 -0.149 -0.556
C 11.211550 17.536340 13.867570 0.629 0.074 -1.449
O 10.045240 18.262260 14.172990 -1.026 0.618 1.340
H 9.717150 18.544600 11.087550 0.329 0.438 -0.119
H 11.235330 19.377830 11.703290 -0.455 0.324 -0.332
H 10.551530 16.483010 12.007790 0.138 0.000 0.177
H 12.054580 17.507420 11.917550 0.196 -1.339 -0.099
H 11.392170 16.614000 14.419630 -0.986 0.019 0.015
H 12.084770 18.147010 14.097100 0.087 0.281 -0.026
O 14.903640 16.553080 15.085580 -2.233 -0.956 0.873
C 13.969200 16.080940 15.738900 2.097 1.359 -0.218
C 13.728850 14.642730 16.073400 0.112 -0.154 0.447
C 12.887370 14.694840 17.369900 0.738 -0.638 -0.998
C 12.248280 16.029680 17.259040 -0.766 0.359 0.157
O 13.118700 16.850240 16.435400 -0.499 0.331 0.592
H 13.206200 14.201740 15.224600 0.284 -0.411 -0.001
H 14.736340 14.279360 16.275930 -0.240 -0.703 -0.479
H 12.086590 13.959220 17.445450 0.397 -0.356 0.085
H 13.570770 14.650360 18.217890 -0.226 -0.164 0.100
H 11.264970 15.945320 16.796350 0.092 0.275 -0.326
H 12.072160 16.368490 18.279960 0.366 1.074 -0.304
O 11.061990 14.150440 13.900210 -1.364 -1.117 1.685
C 10.327130 13.784890 14.814620 1.699 1.916 -1.670
C 10.191610 12.401580 15.434760 -1.018 0.612 1.460
C 9.328500 12.760210 16.692290 -0.248 0.753 0.115
C 8.640100 14.079980 16.261800 -0.461 -0.997 0.915
O 9.593480 14.749760 15.489470 1.218 -1.039 -1.365
H 9.682170 11.667800 14.810160 0.089 0.251 -0.269
H 11.179030 12.019920 15.694420 -0.032 0.051 -0.178
H 8.596080 12.062940 17.099080 0.109 -0.360 -0.577
H 9.917670 13.041610 17.565090 0.526 -0.212 -0.158
H 7.772610 13.884910 15.631320 -0.290 0.105 0.198
H 8.402700 14.705130 17.122570 -0.259 -0.044 -0.189
O 9.172930 17.913870 8.142610 1.797 -0.046 0.010
C 10.388510 17.958880 8.203280 -1.279 0.339 0.290
C 11.442650 17.063480 7.574610 -0.547 0.738 0.299
C 12.708280 17.865340 7.847330 0.954 -0.661 -1.882
C 12.430380 18.696970 9.046050 -0.173 -1.236 0.083
O 11.011180 18.929300 8.934830 -0.149 0.494 0.229
H 11.388510 16.108760 8.097760 0.102 -0.162 -0.110
H 11.187300 16.958560 6.520150 0.144 -0.282 0.104
H 13.603730 17.245240 7.889340 0.023 0.035 0.409
H 12.894220 18.553160 7.022440 -0.135 -0.041 -0.310
H 12.619400 18.053190 9.905070 0.005 0.507 0.482
H 13.057700 19.588250 9.032900 -0.624 0.206 0.373
O 15.862240 17.202970 10.107550 -1.971 -2.998 2.633
C 15.380170 16.304320 10.863660 2.789 2.579 -2.284
C 16.152780 15.195370 11.571280 -0.011 0.496 -0.309
C 15.054560 14.186900 11.765430 0.986 -1.807 -0.388
C 13.829670 14.995580 11.902970 -0.080 0.350 1.336
O 14.086690 16.158720 11.084560 -1.258 0.154 -0.738
H 16.999560 14.910330 10.946930 -0.072 -0.157 0.172
H 16.516790 15.495840 12.553780 0.152 0.493 -0.089
H 14.965820 13.539720 10.892860 0.090 -0.020 -0.089
H 15.219810 13.506460 12.600770 -0.054 0.109 0.148
H 12.956090 14.381900 11.683080 -0.331 0.834 -0.603
H 13.752440 15.388900 12.916590 -0.269 -0.048 0.149
C 19.881090 14.371370 15.975020 -0.070 -0.159 -1.281
C 18.920710 14.253050 14.790850 0.537 1.041 -2.234
C 17.452840 14.017850 15.074590 0.502 -0.092 0.545
O 19.267890 14.524930 13.624860 -0.474 -0.906 2.440
H 19.693200 15.323810 16.470650 -0.297 -0.121 0.359
H 20.891200 14.459910 15.575110 -0.017 -0.219 0.033
H 19.784720 13.493750 16.614240 0.009 0.287 0.275
H 17.087320 14.999260 15.376790 -0.341 0.153 -0.136
H 17.314240 13.386570 15.952300 -0.041 -0.221 -0.070
H 16.902070 13.642970 14.211910 0.164 0.162 0.086
```
Positions in Å, forces in eV/Å.

Calculated values
HOMO = -9.393 eV
Electronic energy = -3261.73006 Eh
Frontier orbital gap = 9.31 eV